ORCA calculation (the ωB97M-V functional and the def2-TZVPD basis) on C4H6O7Tl as an isolated structure at a distorted geometry.

The geometry in XYZ format:
```
18
Properties=species:S:1:pos:R:3:mulliken_charge:R:1
O -0.316 1.216 -0.890 -0.53
C -0.546 0.148 -0.053 0.42
C 0.759 -0.418 0.493 -0.72
O 1.535 0.614 1.100 -0.35
C 1.000 1.139 2.190 0.65
O -0.200 1.331 2.279 -0.55
O 1.933 1.615 2.980 -0.42
H -0.984 1.903 -0.778 0.42
H -1.397 0.223 0.629 0.40
H 1.390 -0.809 -0.313 0.34
H 0.540 -1.201 1.226 0.36
H 1.672 2.485 3.314 0.39
O 0.263 -2.303 -2.189 -0.43
C -0.728 -1.445 -2.140 0.95
O -1.160 -1.016 -0.961 -0.45
O -1.265 -1.033 -3.157 -0.61
Tl -3.076 0.068 -2.444 0.70
H 0.580 -2.520 -1.286 0.41
```

Values from the calculation:
Multiplicity: 1
Energy relative to the best compared isomer or geometry (same formula, charge and spin) (kcal/mol): 6.4
LUMO energy (eV): -4.2
Electronic energy (hartree): -854.965698
Net charge: +1